{
  "formula": "C2HNO2",
  "method": "ωB97M-V/def2-TZVPD",
  "lumo_energy_ev": 0.53,
  "orbital_gap_ev": 12.812,
  "charge": 0,
  "e_homo_ev": -12.28,
  "max_force_ha_per_bohr": 0.198,
  "smiles": "O=C=O.C#N",
  "elements": ["C", "C", "N", "O", "O", "H"],
  "xyz": [[-0.254, 1.474, -0.436], [0.244, -1.469, 0.379], [-0.236, 0.831, -1.404], [0.982, -1.971, -0.328], [-0.508, -0.994, 1.388], [-0.228, 2.128, 0.401]],
  "mulliken_charge": [0.133, 0.730, -0.410, -0.257, -0.489, 0.292]
}

=====

{
  "formula": "C2HNO2",
  "method": "ωB97M-V/def2-TZVPD",
  "lumo_energy_ev": -0.27,
  "orbital_gap_ev": 12.148,
  "charge": 0,
  "e_homo_ev": -12.42,
  "max_force_ha_per_bohr": 0.064,
  "smiles": "N#CC(=O)O",
  "elements": ["C", "C", "H", "N", "O", "O"],
  "xyz": [[-0.305, -0.237, 0.062], [1.203, -0.206, 0.031], [-1.571, 0.776, -0.054], [2.376, -0.196, -0.019], [-0.639, 1.039, -0.004], [-1.064, -1.177, -0.016]],
  "mulliken_charge": [0.611, 0.175, 0.347, -0.292, -0.367, -0.474]
}

=====

{
  "formula": "C2HNO2",
  "method": "ωB97M-V/def2-TZVPD",
  "lumo_energy_ev": -0.62,
  "orbital_gap_ev": 10.690,
  "charge": 0,
  "e_homo_ev": -11.31,
  "max_force_ha_per_bohr": 0.040,
  "elements": ["C", "C", "N", "O", "O", "H"],
  "xyz": [[0.274, -0.591, -0.463], [-0.610, 0.220, 0.445], [1.250, 0.200, -0.231], [-1.697, 0.547, 0.694], [0.525, 0.934, 0.753], [0.258, -1.310, -1.199]],
  "mulliken_charge": [-0.298, 0.671, -0.165, -0.403, -0.176, 0.370]
}

=====

{
  "formula": "C2HNO2S",
  "method": "ωB97M-V/def2-TZVPD",
  "lumo_energy_ev": 0.17,
  "orbital_gap_ev": 10.361,
  "charge": 0,
  "e_homo_ev": -10.19,
  "max_force_ha_per_bohr": 0.053,
  "elements": ["C", "C", "N", "O", "O", "S", "H"],
  "xyz": [[0.546, -0.878, -1.325], [0.882, 1.461, -2.970], [0.689, -1.133, -0.195], [1.674, 0.982, -3.667], [0.679, -1.304, 1.107], [-0.156, 2.074, -2.008], [1.362, -0.985, 1.699]],
  "mulliken_charge": [-0.261, 0.662, 0.234, -0.326, -0.372, -0.314, 0.378]
}

=====

{
  "formula": "C2HNO2S",
  "method": "ωB97M-V/def2-TZVPD",
  "lumo_energy_ev": 0.23,
  "orbital_gap_ev": 9.883,
  "charge": 0,
  "e_homo_ev": -9.65,
  "max_force_ha_per_bohr": 0.086,
  "smiles": "S=c1ocno1",
  "elements": ["C", "C", "H", "N", "O", "O", "S"],
  "xyz": [[0.169, 0.267, 0.116], [-1.133, -1.401, -0.015], [-1.980, -1.928, 0.279], [-0.747, -1.212, -1.187], [-0.715, -0.458, 0.883], [0.165, -0.249, -1.262], [1.087, 1.429, 0.654]],
  "mulliken_charge": [0.424, 0.016, 0.370, -0.196, -0.209, -0.078, -0.327]
}

=====

{
  "formula": "C2HNO2S2",
  "method": "ωB97M-V/def2-TZVPD",
  "lumo_energy_ev": -2.06,
  "orbital_gap_ev": 7.371,
  "charge": 0,
  "e_homo_ev": -9.43,
  "max_force_ha_per_bohr": 0.086,
  "smiles": "S=c1o[nH]oc1=S",
  "elements": ["C", "C", "H", "N", "O", "O", "S", "S"],
  "xyz": [[0.727, 0.120, 0.077], [-0.691, -0.098, 0.072], [-0.804, 2.832, 0.288], [-0.459, 2.069, -0.337], [0.864, 1.530, 0.415], [-1.384, 0.969, -0.155], [2.056, -0.868, -0.119], [-1.558, -1.472, 0.063]],
  "mulliken_charge": [0.211, 0.365, 0.290, -0.104, -0.255, -0.127, -0.143, -0.239]
}

=====

{
  "formula": "C2HNO3",
  "method": "ωB97M-V/def2-TZVPD",
  "lumo_energy_ev": [-0.64, -0.95],
  "orbital_gap_ev": [7.731, 8.159],
  "charge": 0,
  "e_homo_ev": [-8.37, -9.11],
  "max_force_ha_per_bohr": 0.037,
  "elements": ["C", "C", "N", "O", "O", "O", "H"],
  "xyz": [[0.724, -0.933, 0.007], [-0.596, -0.496, 0.041], [0.041, 1.742, 0.004], [1.530, -1.127, 0.894], [-1.751, -0.501, -0.095], [-0.941, 2.311, 0.224], [0.992, -0.996, -1.075]],
  "mulliken_charge": [-0.010, 0.552, 0.172, -0.481, -0.321, -0.174, 0.262]
}

=====

{
  "formula": "C2HNO3S",
  "method": "ωB97M-V/def2-TZVPD",
  "lumo_energy_ev": [-1.12, -1.00],
  "orbital_gap_ev": [6.930, 6.903],
  "charge": 0,
  "e_homo_ev": [-8.05, -7.91],
  "max_force_ha_per_bohr": 0.072,
  "elements": ["C", "C", "N", "O", "O", "O", "S", "H"],
  "xyz": [[-0.065, 0.253, 0.303], [1.286, 0.799, 0.409], [1.076, -0.560, 0.103], [-1.199, 0.278, 0.763], [-1.948, -0.451, -1.647], [2.168, 1.633, 0.377], [-2.785, -0.452, -0.471], [1.468, -1.500, 0.163]],
  "mulliken_charge": [0.636, 0.355, -0.176, -0.509, -0.424, -0.464, 0.303, 0.279]
}

=====

{
  "formula": "C2HNO4",
  "method": "ωB97M-V/def2-TZVPD",
  "lumo_energy_ev": -0.52,
  "orbital_gap_ev": 8.536,
  "charge": 0,
  "e_homo_ev": -9.06,
  "max_force_ha_per_bohr": 0.054,
  "elements": ["C", "C", "N", "O", "O", "O", "O", "H"],
  "xyz": [[0.042, -0.583, 0.144], [1.218, 1.046, -1.408], [-1.124, -0.524, 0.921], [0.389, 0.551, -0.765], [1.952, 1.512, -2.121], [-1.254, -1.497, 1.674], [-2.020, 0.317, 0.763], [0.797, -0.823, 0.791]],
  "mulliken_charge": [-0.477, 0.686, 0.917, 0.027, -0.215, -0.581, -0.602, 0.243]
}

=====

{
  "formula": "C2HNO4",
  "method": "ωB97M-V/def2-TZVPD",
  "lumo_energy_ev": -0.96,
  "orbital_gap_ev": 9.355,
  "charge": 0,
  "e_homo_ev": -10.32,
  "max_force_ha_per_bohr": 0.075,
  "smiles": "O=CC(=O)[N+](=O)[O-]",
  "elements": ["C", "C", "N", "O", "O", "O", "O", "H"],
  "xyz": [[0.634, 0.084, -0.093], [0.525, 1.522, 0.482], [-1.045, 2.318, 0.124], [0.593, -0.934, 0.604], [1.304, 2.215, 1.001], [-1.131, 3.358, 0.719], [-1.818, 1.648, -0.483], [1.131, 0.011, -1.097]],
  "mulliken_charge": [0.056, 0.522, 0.809, -0.377, -0.296, -0.492, -0.511, 0.288]
}

=====

{
  "formula": "C2HNO4",
  "method": "ωB97M-V/def2-TZVPD",
  "lumo_energy_ev": [-1.74, -1.74],
  "orbital_gap_ev": [8.072, 8.076],
  "charge": 0,
  "e_homo_ev": [-9.81, -9.81],
  "max_force_ha_per_bohr": 0.101,
  "elements": ["C", "C", "N", "O", "O", "O", "O", "H"],
  "xyz": [[1.232, -0.222, 0.304], [0.318, 0.864, 0.088], [-1.376, -0.271, -0.372], [1.190, -1.012, 1.188], [0.259, 2.057, 0.151], [-2.379, 0.243, 0.025], [-1.222, -1.315, -0.953], [1.977, -0.343, -0.431]],
  "mulliken_charge": [0.041, 0.590, 0.590, -0.340, -0.314, -0.459, -0.450, 0.343]
}

=====

{
  "formula": "C2HNO4",
  "method": "ωB97M-V/def2-TZVPD",
  "lumo_energy_ev": [-1.74, -1.75],
  "orbital_gap_ev": [8.064, 8.060],
  "charge": 0,
  "e_homo_ev": [-9.81, -9.81],
  "max_force_ha_per_bohr": 0.102,
  "smiles": "O=CN=O.O=C=O",
  "elements": ["C", "C", "N", "O", "O", "O", "O", "H"],
  "xyz": [[-0.003, -1.061, -2.157], [-0.157, 1.196, 2.940], [0.403, -0.589, -1.069], [-0.739, 1.338, 1.938], [0.412, 1.115, 3.953], [-0.175, -2.130, -2.676], [0.953, 0.307, -0.542], [-0.694, -0.176, -2.387]],
  "mulliken_charge": [0.242, 0.748, 0.367, -0.378, -0.370, -0.474, -0.343, 0.209]
}

=====

For each record above, in turn, the calculated energy relative to the best compared isomer or geometry (same formula, charge and spin) values are 106.24 94.21 297.10 382.67 291.79 427.57 444.53 475.77 609.52 384.42 447.41 291.39 kJ/mol.
For each record above, in turn, the calculated DFT total energy values are -282.01465 -282.01923 -281.94196 -680.11429 -680.14890 -1078.24706 -357.12336 -755.30699 -432.28086 -432.36659 -432.34260 -432.40203 hartree.